[1]
The following is a quantum chemistry calculation of a 11-piece molecular cluster, C33H44O33 overall, from OMol25.

Geometry as XYZ:
```
110
Properties=species:S:1:pos:R:3:forces:R:3
C -1.640505 -3.387733 -11.194119 1.13 -0.58 1.17
C -0.248713 -3.077514 -11.782545 -0.69 0.14 0.06
O -0.567227 -2.716949 -13.129171 0.35 -0.48 -0.25
C -1.772723 -3.226625 -13.448468 -0.70 1.66 0.39
O -2.245942 -3.225116 -14.539926 0.17 -0.56 -0.01
O -2.481033 -3.478870 -12.316201 -0.10 -0.56 -0.32
H -1.977465 -2.670876 -10.445204 -0.25 0.44 -0.53
H -1.574610 -4.324087 -10.629260 -0.34 -0.19 -0.43
H 0.395450 -3.952634 -11.818170 0.10 0.03 0.17
H 0.216933 -2.244774 -11.266133 0.23 0.03 -0.22
C -2.117021 -2.210128 -23.218178 0.56 -0.30 0.02
C -1.429294 -3.378528 -22.476773 -0.35 0.42 -0.64
O -0.096587 -2.915310 -22.271568 -0.20 0.29 0.16
C -0.014733 -1.583608 -22.580900 -0.01 -0.55 0.38
O 0.954943 -0.935855 -22.375757 0.17 0.24 -0.15
O -1.160814 -1.147704 -23.117665 -0.19 0.07 -0.02
H -3.047207 -1.913370 -22.745416 -0.02 0.15 -0.05
H -2.254651 -2.440508 -24.272996 -0.17 0.12 -0.02
H -1.366019 -4.252013 -23.122704 -0.19 -0.17 0.21
H -1.956461 -3.579071 -21.547260 0.35 -0.24 0.16
C -7.222004 -4.138171 -19.763109 -0.49 0.73 -0.46
C -6.441272 -4.936622 -18.727998 0.44 -0.14 -1.10
O -7.447717 -5.684546 -18.070624 0.10 0.14 0.50
C -8.644200 -5.077126 -18.256674 -0.11 0.02 -0.19
O -9.624583 -5.343973 -17.639531 -0.09 -0.10 -0.02
O -8.573797 -4.187505 -19.264700 0.24 0.20 0.50
H -7.312321 -4.468585 -20.799433 0.55 -0.61 0.18
H -6.856238 -3.111223 -19.821123 -0.30 0.05 0.27
H -5.897937 -4.264062 -18.064955 -0.24 -0.09 0.33
H -5.722507 -5.611145 -19.189375 -0.06 -0.14 0.05
C -5.463862 -4.805664 -14.464657 -0.34 -0.31 0.29
C -6.789137 -4.963806 -13.714817 0.50 0.37 -0.11
O -7.722803 -4.345169 -14.601997 -0.11 -0.37 -0.23
C -7.063359 -3.585666 -15.500900 -0.04 0.24 0.47
O -7.586267 -2.860546 -16.284173 0.08 -0.10 -0.25
O -5.725800 -3.697144 -15.327389 0.07 -0.16 -0.27
H -5.292792 -5.719207 -15.037801 0.16 0.21 -0.23
H -4.600933 -4.602100 -13.840839 0.03 0.18 0.02
H -6.849690 -4.407770 -12.778892 0.17 -0.20 0.14
H -6.983154 -6.023919 -13.582795 -0.46 0.07 0.08
C -3.075638 -11.336491 -14.254031 -0.20 1.05 0.45
C -2.381981 -10.228729 -15.086433 0.00 -0.91 0.71
O -3.214539 -10.124921 -16.219278 -0.05 0.25 -0.48
C -4.179952 -11.068360 -16.216980 0.65 -0.08 0.23
O -5.033061 -11.173021 -17.027344 -0.27 -0.02 -0.23
O -3.997244 -11.905093 -15.166158 -0.11 -0.33 0.09
H -3.653229 -10.891950 -13.433357 -0.01 -0.02 -0.07
H -2.400785 -12.055735 -13.799744 0.01 -0.30 -0.45
H -1.379266 -10.561473 -15.357335 -0.03 0.24 -0.27
H -2.361377 -9.278233 -14.555487 0.07 0.07 -0.10
C -2.511338 -1.450207 -16.984355 -0.36 0.70 -0.58
C -3.982066 -1.745327 -17.308798 0.67 0.01 -0.15
O -4.099498 -1.286860 -18.666306 -0.15 0.10 0.04
C -3.062510 -0.487670 -18.982997 0.26 -0.13 0.35
O -2.939206 0.089164 -20.013779 -0.06 0.09 -0.24
O -2.166339 -0.443689 -17.968170 -0.20 -0.33 -0.18
H -1.900579 -2.333707 -17.151289 0.20 0.10 0.24
H -2.353361 -0.959610 -16.032142 0.07 -0.46 0.25
H -4.662645 -1.196321 -16.663436 -0.22 -0.10 -0.10
H -4.157896 -2.812546 -17.328240 -0.31 0.08 0.31
C -2.518624 -5.581057 -16.566365 1.79 0.26 0.92
C -2.543322 -6.954847 -17.183254 -1.99 0.66 0.44
O -2.471131 -6.653024 -18.576912 0.72 -0.30 -0.37
C -2.866058 -5.393376 -18.781063 0.08 0.09 0.39
O -3.061322 -4.903047 -19.848169 -0.05 0.14 -0.21
O -3.009062 -4.736211 -17.602569 -0.33 -0.18 -0.11
H -1.488746 -5.269668 -16.330935 -0.01 0.04 -0.35
H -2.994139 -5.468070 -15.596782 -0.76 -0.01 -0.38
H -3.550987 -7.346795 -17.038189 0.31 -0.58 0.21
H -1.787352 -7.618455 -16.791056 0.15 -0.15 -0.42
C -8.447780 -8.549557 -15.897070 0.15 -1.05 0.24
C -8.046289 -9.685922 -14.927432 -0.30 0.26 -1.17
O -6.623239 -9.597084 -14.933312 0.41 -0.05 0.61
C -6.238215 -8.427520 -15.456639 -0.60 0.52 -1.14
O -5.114977 -8.060233 -15.611634 0.25 -0.09 0.64
O -7.300976 -7.711021 -15.899362 0.24 0.15 0.77
H -9.369111 -8.081611 -15.569141 0.18 0.57 -0.23
H -8.516733 -8.944894 -16.908515 -0.42 0.05 -0.03
H -8.326686 -10.628223 -15.391669 0.01 -0.21 0.46
H -8.441168 -9.570729 -13.921409 0.08 -0.04 0.08
C -0.065646 -6.515285 -21.024472 0.02 -0.18 1.12
C 1.260477 -7.227737 -21.137606 0.22 -1.05 -1.11
O 0.877529 -8.524301 -21.663777 -0.28 -0.14 -0.15
C -0.424505 -8.748386 -21.353338 0.31 0.99 0.29
O -1.032017 -9.742527 -21.542069 -0.04 -0.36 -0.05
O -0.925423 -7.628116 -20.753845 -0.40 -0.17 -0.27
H -0.449092 -5.958374 -21.874631 0.34 -0.15 -0.29
H -0.064407 -5.856823 -20.155600 -0.20 0.02 -0.06
H 1.727442 -7.475441 -20.185182 0.08 0.66 0.15
H 1.972695 -6.848306 -21.864628 0.06 0.38 0.28
C -5.130223 -8.311502 -11.676217 0.97 0.56 0.16
C -3.815116 -8.762043 -10.993538 -1.64 0.04 0.66
O -2.850521 -7.826417 -11.431561 0.05 -0.26 -0.13
C -3.342753 -7.146888 -12.488045 -0.29 0.13 -0.58
O -2.692730 -6.465919 -13.215981 0.19 0.15 0.14
O -4.675356 -7.331797 -12.640302 0.30 -0.79 0.17
H -5.760276 -7.741300 -10.999853 -0.34 -0.43 0.09
H -5.595941 -9.183319 -12.125889 -0.42 0.39 -0.37
H -3.594254 -9.799273 -11.235571 0.55 0.14 -0.25
H -3.999500 -8.701256 -9.920656 0.63 0.08 0.06
C 0.794221 -8.914513 -17.579911 0.09 -1.01 0.48
C 2.015251 -8.577945 -16.694802 -1.00 0.83 -0.60
O 2.027559 -9.600174 -15.719755 0.38 -0.27 -0.07
C 1.294685 -10.653495 -16.157529 -0.11 0.22 -0.14
O 1.292325 -11.731078 -15.664178 -0.08 -0.09 0.21
O 0.541485 -10.290879 -17.212447 -0.01 0.09 -0.22
H 0.979752 -8.914802 -18.649164 0.08 0.18 -0.01
H -0.107474 -8.352888 -17.352206 0.15 0.14 -0.04
H 1.848000 -7.627783 -16.192569 0.30 0.05 0.03
H 2.915792 -8.540509 -17.305423 0.25 -0.21 0.33
```
Positions in Å, forces in eV/Å.

Results
SMILES ... O=C1OCCO1.O=C1OCCO1.O=C1OCCO1.O=C1OCCO1.O=C1OCCO1.O=C1OCCO1.O=C1OCCO1.O=C1OCCO1.O=C1OCCO1.O=C1OCCO1.O=C1OCCO1
HOMO-LUMO gap ... 10.2 eV
Total charge ... 0
Relative energy (zero: lowest compared OMol25 entry of this formula, charge and spin) ... 0.0000 eV

---

[2]
The following is a quantum chemistry calculation of C14H19Br4N2O2PdS as an isolated structure, from OMol25.

Geometry as XYZ:
```
43
Properties=species:S:1:pos:R:3:forces:R:3
Pd -1.976217 0.671897 -0.538123 -0.22 -0.19 -0.18
Br 3.639757 5.079656 0.957977 -0.01 0.00 0.00
C 2.478203 3.819471 0.140199 0.02 0.01 0.00
C 2.838546 3.206912 -1.040459 -0.01 -0.01 0.01
Br 4.486901 3.601176 -1.891691 0.00 0.00 0.00
C 1.955398 2.261651 -1.607158 0.03 0.02 -0.01
Br 2.378444 1.385955 -3.250826 0.01 -0.05 0.05
C 0.734374 1.915375 -1.036985 -0.04 -0.04 0.03
O -0.048116 1.013288 -1.542959 -0.04 0.08 -0.02
C 0.333586 2.580264 0.207750 -0.03 0.02 -0.02
O -0.781395 2.281976 0.741896 0.16 -0.02 0.04
C 1.248321 3.504126 0.745290 0.01 -0.02 0.00
Br 0.710969 4.310920 2.379323 0.01 0.00 0.01
C -4.694050 1.257516 1.033360 -0.03 -0.02 -0.01
S -3.921543 -0.089438 0.094034 0.07 0.02 -0.01
C -5.204296 -0.199982 -1.181267 0.00 0.01 -0.01
H -5.666990 0.952699 1.426680 0.00 0.00 0.00
H -4.801625 2.139832 0.403829 0.00 0.01 0.01
H -4.014785 1.499065 1.847896 0.00 0.00 0.01
H -5.245454 0.722339 -1.759261 0.00 0.00 0.00
H -6.178567 -0.403543 -0.729435 0.00 0.00 0.00
H -4.927892 -1.016005 -1.845867 0.00 0.00 0.00
C 1.021804 -3.472159 0.354183 0.01 -0.01 -0.01
C 2.183545 -2.908470 1.215073 0.00 0.00 -0.01
N 2.421036 -1.503007 0.919281 0.01 0.01 -0.01
C 1.281930 -0.692836 1.380263 -0.02 -0.01 0.03
C -0.026677 -1.351086 0.938992 -0.05 -0.16 -0.09
N 0.316335 -2.285923 -0.193749 0.00 0.03 0.01
C 1.192547 -1.603323 -1.215757 0.03 0.09 0.09
C 2.547340 -1.330440 -0.529256 0.02 -0.04 -0.01
H 0.314456 -4.059887 0.938340 0.00 0.00 0.00
H 1.375992 -4.068491 -0.486993 0.00 0.00 0.00
H 3.093148 -3.478618 1.020995 0.00 0.00 0.00
H 1.948423 -3.003883 2.275977 0.00 0.00 0.00
H 1.372417 0.309431 0.960378 0.00 0.00 0.02
H 1.310279 -0.607677 2.466399 0.00 0.03 0.00
H -0.808046 -0.685508 0.526941 0.14 0.29 0.24
H -0.470909 -1.973601 1.719188 0.00 -0.01 -0.02
H -0.565044 -2.523307 -0.650145 0.00 0.00 -0.01
H 0.693289 -0.663526 -1.496069 -0.08 -0.08 -0.08
H 1.270720 -2.281322 -2.065739 -0.01 0.03 -0.02
H 2.854609 -0.308916 -0.743217 0.01 0.03 -0.01
H 3.329250 -2.002596 -0.889302 0.00 -0.01 0.00
```
Positions in Å, forces in eV/Å.

Results
HOMO-LUMO gap ... 5.0 eV
Total charge ... -1
Relative energy (zero: lowest compared OMol25 entry of this formula, charge and spin) ... 0.0000 eV

---

[3]
The following is a quantum chemistry calculation of a 2-piece molecular cluster, C2H8S3 overall, from OMol25.

Geometry as XYZ:
```
13
Properties=species:S:1:pos:R:3:forces:R:3
S 2.055203 -0.656128 -0.046663 1.72 0.22 0.63
S 2.209072 0.904765 1.422464 -0.99 -0.10 -0.80
H 3.459913 -0.902415 -0.071354 -1.80 0.46 -0.05
H 1.079178 1.589799 0.991662 0.99 -0.60 0.21
C -1.634140 0.986555 -1.467054 -0.02 0.61 -0.38
S -2.107668 -0.012227 -0.012473 -0.53 0.74 -0.28
C -2.686324 -1.441870 -0.889017 -1.09 -0.59 -0.66
H -0.569099 0.729974 -1.627308 -0.35 0.96 -0.02
H -2.133233 0.651483 -2.433699 0.14 0.57 1.48
H -1.880005 2.094265 -1.213104 0.81 -1.95 -0.73
H -1.847842 -2.085669 -1.108273 -0.05 -0.59 0.11
H -3.165251 -1.201506 -1.851070 0.35 0.37 0.24
H -3.526589 -1.926607 -0.363669 0.81 -0.11 0.24
```
Positions in Å, forces in eV/Å.

Results
SMILES ... CSC.SS
HOMO-LUMO gap ... 8.6 eV
Total charge ... 0
Relative energy (zero: lowest compared OMol25 entry of this formula, charge and spin) ... 0.9385 eV

---

[4]
The following is a quantum chemistry calculation of a 11-piece molecular cluster, C3H30N2O10S overall, from OMol25.

Geometry as XYZ:
```
46
Properties=species:S:1:pos:R:3:forces:R:3
N -1.400974 0.205390 -1.926397 0.86 0.46 1.59
C 0.048370 -0.117989 -1.928758 -0.19 0.31 -0.87
C 0.292311 -1.076915 -3.101100 -0.15 -2.31 0.71
S -0.307334 -0.483803 -4.696981 0.53 -0.07 -0.47
C 0.647436 -0.786497 -0.704835 0.64 -0.14 2.10
N 0.823580 0.093212 0.508398 -2.03 0.62 -1.42
H -1.557856 1.173881 -1.554753 0.37 -1.29 -0.57
H -1.741877 -0.382231 -1.161480 -0.70 0.25 -0.50
H 0.572068 0.832898 -2.103441 0.26 -0.22 -0.13
H -0.191043 -2.097969 -2.836340 0.16 1.71 -0.40
H 1.350252 -1.431826 -3.167215 -0.52 0.94 -0.32
H -1.242498 0.374541 -4.274248 -0.05 -0.19 0.38
H 0.044002 -1.650357 -0.301216 0.37 0.51 -1.12
H 1.663087 -1.176196 -0.970742 -1.13 0.31 -0.18
H 0.645639 1.079294 0.291741 0.21 -0.55 0.13
H 1.683680 0.008445 1.001054 0.34 -0.09 -0.26
H 0.251859 -1.916620 1.882012 -0.20 0.41 0.53
H 0.518292 -3.344123 1.651979 -0.15 -0.62 0.15
O 0.943964 -2.567256 2.032100 0.55 -0.37 -0.31
H 2.291748 -2.124713 1.201833 0.12 0.22 0.16
H 2.973686 -1.893380 -0.142313 0.41 0.14 0.18
O 3.038193 -1.610182 0.776945 0.30 -0.78 0.13
H -1.923470 -1.700820 2.303127 0.49 0.08 0.14
H -0.947675 -0.563817 1.858387 -0.39 -0.36 1.00
O -1.292016 -1.044438 2.670940 -0.17 0.78 -1.53
H -2.843426 0.044528 3.098537 -0.20 -0.96 0.90
H -3.602406 1.219176 3.262950 -0.75 0.55 0.45
O -3.639572 0.322813 3.612997 0.96 0.44 -1.19
H -2.598426 1.595824 0.206384 -0.59 -0.60 0.51
H -3.713153 0.469330 0.691897 0.51 0.64 0.08
O -3.161516 0.824934 -0.020841 -0.23 0.07 -0.05
H -1.597069 3.900850 0.061514 -0.33 0.24 -0.01
H -0.291018 3.170157 -0.040089 0.36 -0.05 0.08
O -1.252169 3.023440 -0.096544 -0.25 -0.15 0.04
H 2.226496 3.493874 0.196036 -1.28 -0.89 -1.07
H 1.358559 3.076798 -1.197065 0.79 -0.25 -0.12
O 1.377250 3.551711 -0.369299 -0.08 0.92 0.85
H -2.620909 -3.799836 2.059032 -0.36 -0.15 0.27
H -1.754264 -4.738142 1.200521 -0.07 0.50 0.05
O -1.881156 -3.782956 1.435577 0.51 -0.28 -0.41
H 3.132421 -0.280537 2.039400 0.28 -0.36 -0.30
H 2.510060 0.411291 3.264925 -0.01 0.11 -0.11
O 2.920652 0.585954 2.409798 0.25 0.32 0.59
H 3.417317 2.062592 1.517742 0.05 -0.02 -0.16
H 4.101853 3.140306 0.520926 1.05 -0.37 -0.26
O 3.379667 2.944531 1.094879 -0.55 0.49 0.72
```
Positions in Å, forces in eV/Å.

Results
HOMO-LUMO gap (spin up / spin down) ... 2.1 / 8.5 eV
Total charge ... -1
2S+1 ... 2

---

Number 1: total energy -3766.89617 Ha, largest force on an atom 0.042 hartree/bohr. Number 2: total energy -11626.97461 Ha, largest force on an atom 0.008 hartree/bohr. Number 3: total energy -1275.51235 Ha, largest force on an atom 0.043 hartree/bohr. Number 4: total energy -1392.36020 Ha, largest force on an atom 0.050 hartree/bohr.